Computed, not measured: a cluster of 2 separate species, C3H4N2O in total, with ωB97M-V with the def2-TZVPD basis set.

Values from the calculation:
strongest force on any atom	1.19	eV/A
E	-8201.263	eV
SMILES string	N#CCN=C=O.[H][H]
HOMO-LUMO gap	11.76	eV
E_HOMO	-11.31	eV

Last columns: bonded neighbours and bond lengths (Å).
CARTESIAN COORDINATES (ANGSTROEM)
1 O -1.74820 1.31690 -0.68278  C2 1.163
2 C -1.08427 0.48495 -0.21464  O1 1.163, N3 1.228
3 N -0.35590 -0.36550 0.28907  C2 1.228, C4 1.445
4 C 0.97864 0.02712 0.67837  N3 1.445, C5 1.471, H9 1.093, H10 1.089
5 C 1.80597 0.29368 -0.50867  C4 1.471, N6 1.155
6 N 2.40668 0.51398 -1.47068  C5 1.155
7 H -2.47315 -1.02183 -0.46938  H8 0.750
8 H -1.88354 -1.39066 -0.18742  H7 0.750
9 H 0.93629 0.92221 1.30380  C4 1.093
10 H 1.41748 -0.78085 1.26235  C4 1.089